Molecular formula: C17H19BMgN6O2
Method: DFT, wB97M-V/def2-TZVPD

```
46
C17H19BMgN6O2 (wB97M-V/def2-TZVPD)
H -0.427 2.876 0.679
N -0.005 1.634 -0.970
B 0.608 0.753 -3.274
N 0.479 1.904 -2.241
C 0.711 3.222 -2.384
Mg -0.560 -0.536 -0.261
H 1.097 3.604 -3.311
C 0.354 3.851 -1.193
H 0.386 4.895 -0.974
C -0.079 2.811 -0.339
H 0.959 1.139 -4.353
C -2.160 -2.299 0.591
H -2.644 -2.559 1.539
H -1.138 -2.710 0.617
H -2.710 -2.754 -0.237
N -0.835 0.143 -3.308
N 1.523 -0.354 -2.696
N -1.441 -0.360 -2.155
N 1.189 -0.952 -1.483
C -1.673 0.030 -4.350
C 2.662 -0.892 -3.168
H -1.331 0.369 -5.315
H 3.079 -0.555 -4.103
C -2.855 -0.549 -3.902
C 3.092 -1.870 -2.275
C -2.666 -0.784 -2.523
C 2.148 -1.853 -1.227
H -3.727 -0.780 -4.487
H 3.947 -2.510 -2.355
H -3.328 -1.241 -1.795
H 2.138 -2.428 -0.316
H -2.205 -1.187 0.537
O 0.635 -1.170 1.366
C 0.047 -0.263 2.057
O -0.862 0.488 1.539
C 0.360 -0.094 3.505
C 0.104 1.146 4.088
C 0.224 1.297 5.468
C 0.592 0.202 6.264
C 0.877 -1.036 5.665
C 0.777 -1.181 4.281
H -0.208 1.972 3.452
H 0.028 2.269 5.921
H 0.663 0.320 7.351
H 1.183 -1.879 6.285
H 0.995 -2.130 3.793
```

The molar mass comes out at 374.5 g mol⁻¹. The value obtained for the orbital gap is 9.155 eV. The calculation puts the LUMO energy at 0.019 hartree. As for the energy above the lowest of the compared OMol25 structures with the same formula, charge and spin: 0.0 kJ/mol.

The net atomic charges from Löwdin, expressed in e, are: 0.10 0.02 -0.48 -0.03 -0.08 0.67 0.11 -0.06 0.08 -0.12 0.12 -0.02 0.06 0.05 0.04 -0.01 -0.01 -0.01 0.00 -0.07 -0.07 0.12 0.12 -0.06 -0.06 -0.12 -0.12 0.09 0.08 0.10 0.10 0.02 -0.07 -0.55 -0.08 -0.14 -0.02 -0.07 -0.08 -0.08 -0.02 0.12 0.10 0.10 0.10 0.12